1.
106
Properties=species:S:1:pos:R:3 method="wB97M-V/def2-TZVPD" homo_energy_ev=-11.70 lumo_energy_ev=-4.4 total_charge=+1 homo_lumo_gap_ev=7.281
C -4.828 2.136 0.129
C -4.876 0.818 1.103
S -3.204 0.132 1.598
C -2.116 0.366 0.093
C -1.127 -0.943 -0.229
C 0.462 -0.935 0.297
C 1.136 0.277 1.177
O 1.294 1.552 0.461
C 2.466 2.314 0.918
O 2.704 2.290 2.369
C 1.770 3.153 3.107
C 1.069 2.175 4.268
O -0.403 2.257 4.190
C 1.252 -2.291 -0.179
C 2.863 -2.516 0.166
C 3.604 -2.783 -1.311
C 3.299 -1.588 -2.403
C 3.686 -0.077 -1.889
C 3.425 1.108 -3.015
O 3.869 2.409 -2.466
C 3.724 3.495 -3.450
C 0.500 -3.473 -1.009
N -0.935 -3.313 -1.342
N -1.555 -2.169 -0.977
C -3.048 -2.119 -1.389
C -3.602 -3.534 -1.997
C -3.252 -3.818 -3.569
I -2.003 -2.322 -4.554
H -4.223 3.048 0.557
H -4.470 1.916 -0.977
H -5.951 2.524 0.018
H -5.557 0.015 0.550
H -5.475 1.142 2.084
H -2.726 0.610 -0.903
H -1.433 1.330 0.263
H 0.394 0.498 2.085
H 2.112 -0.150 1.661
H 3.427 1.822 0.409
H 2.371 3.467 0.618
H 0.985 3.716 2.448
H 2.446 3.912 3.734
H 1.428 1.042 4.166
H 1.401 2.492 5.371
H -0.582 2.380 3.193
H 3.387 -1.564 0.602
H 2.979 -3.480 0.836
H 4.771 -2.764 -1.060
H 3.334 -3.851 -1.721
H 3.990 -1.807 -3.348
H 2.180 -1.609 -2.791
H 4.801 -0.031 -1.494
H 2.990 0.179 -0.974
H 4.057 0.886 -4.001
H 2.272 1.199 -3.288
H 4.700 3.659 -4.085
H 3.489 4.520 -2.893
H 2.840 3.282 -4.199
H 1.069 -4.459 -1.335
H -3.621 -1.959 -0.353
H -3.303 -1.166 -2.031
H -4.793 -3.483 -1.925
H -3.297 -4.486 -1.374
H -4.282 -4.009 -4.142
H -2.685 -4.867 -3.619
C -3.102 -1.674 5.407
O -3.789 -0.436 5.445
H -3.158 -2.141 6.393
H -3.569 -2.329 4.668
H -2.054 -1.502 5.148
H -3.722 -0.045 4.557
C -1.257 1.633 -5.639
O -0.066 1.101 -5.090
H -1.010 2.510 -6.242
H -1.735 0.881 -6.273
H -1.932 1.927 -4.832
H -0.316 0.325 -4.561
C 6.548 -5.800 -0.447
O 5.597 -4.838 -0.029
H 7.073 -5.421 -1.327
H 7.267 -5.976 0.356
H 6.036 -6.731 -0.704
H 5.148 -5.202 0.753
C 1.087 -3.371 3.598
O 0.400 -2.134 3.635
H 1.031 -3.839 4.583
H 0.620 -4.026 2.858
H 2.135 -3.199 3.338
H 0.467 -1.743 2.747
C 3.457 4.985 7.051
O 2.169 4.415 6.910
H 3.672 5.599 6.174
H 3.484 5.611 7.947
H 4.202 4.189 7.128
H 2.006 3.876 7.703
C -2.287 3.773 -2.151
O -3.429 3.082 -2.625
H -2.546 4.823 -1.998
H -1.964 3.337 -1.203
H -1.485 3.701 -2.889
H -3.169 2.154 -2.752
C -6.274 0.653 -3.421
O -6.453 1.942 -2.863
H -7.240 0.146 -3.463
H -5.870 0.746 -4.432
H -5.589 0.076 -2.795
H -5.579 2.367 -2.839

***

2.
10
Properties=species:S:1:pos:R:3 method="wB97M-V/def2-TZVPD" homo_energy_ev="-9.65 / -9.62" lumo_energy_ev="-2.1 / -2.2" homo_lumo_gap_ev="7.523 / 7.453"
C 0.880 -0.240 0.264
C -0.088 0.339 -0.355
N 0.172 1.781 -1.092
O 0.339 2.624 -0.234
O 0.027 1.853 -2.255
S -0.300 -2.335 1.372
S -1.599 -0.187 -1.017
H 1.655 -0.050 1.011
H 0.544 -2.659 2.302
H -1.630 -1.126 0.005